DFT (wB97M-V/def2-TZVPD) results for a cluster of 2 separate species, C5H10NO in total.

```
17
Properties=species:S:1:pos:R:3:forces:R:3:nbo_charge:R:1
C -0.857 -1.401 -0.044 -0.654 4.706 -0.697 0.338
C -3.123 -0.302 0.297 1.579 -0.374 -0.764 -0.592
C -1.045 1.019 -0.512 2.377 -2.166 1.290 -0.587
C 4.393 0.349 -0.127 3.412 -2.666 0.529 -0.295
C -1.607 -0.307 -0.058 -0.936 -4.671 -0.219 -0.046
N 2.170 -0.311 -0.286 -0.787 0.041 -0.891 -0.058
O 3.181 -0.245 0.409 0.313 -0.548 0.927 -0.230
H -3.653 0.130 -0.523 -0.252 0.206 -0.843 0.255
H -3.517 -1.275 0.505 -0.185 -0.322 0.438 0.249
H -3.180 0.414 1.073 -0.338 0.371 1.255 0.251
H -1.542 1.649 0.146 -0.561 1.807 1.123 0.242
H 0.023 0.852 -0.194 -0.693 1.430 -1.248 0.265
H -1.340 1.216 -1.520 0.371 -0.008 -0.719 0.270
H 5.351 -0.306 0.255 -2.640 1.859 -0.169 0.227
H 4.393 1.358 0.172 0.265 1.109 0.468 0.215
H 4.527 0.219 -1.176 -0.869 0.103 -0.944 0.215
H -0.002 -1.988 -0.355 -0.402 -0.877 0.464 0.282
```
Positions in Å, forces in eV/Å.

Multiplicity ... 1
HOMO energy (spin up / spin down) ... -12.27 / -12.36 eV
Relative energy (zero: lowest compared OMol25 entry of this formula, charge and spin) ... 9.721 eV
Charge ... +1
Kohn-Sham gap (spin up / spin down) ... 0.191 / 0.196 hartree

***

DFT (wB97M-V/def2-TZVPD) results for a cluster of 2 separate species, C5H10NO in total.

```
17
Properties=species:S:1:pos:R:3:forces:R:3:nbo_charge:R:1
C 1.813 0.684 1.433 3.019 1.563 -0.129 -0.081
C 2.369 0.876 0.223 0.237 -0.421 1.365 -0.287
C -0.061 0.045 2.682 -0.107 0.735 -1.567 0.096
N 0.519 0.242 1.539 -1.451 -1.262 1.784 -0.417
H 2.403 0.913 2.388 -1.333 -0.232 -1.423 0.241
H 1.945 0.455 -0.665 -0.478 0.281 -0.460 0.215
H 3.351 1.335 0.144 -0.166 -0.240 0.057 0.241
H -1.090 -0.304 2.691 0.239 -0.073 0.021 0.236
H 0.443 0.385 3.570 0.134 -0.270 0.295 0.220
H -0.002 -0.006 0.666 0.020 0.027 0.260 0.482
O -1.034 -0.664 -0.378 0.196 0.257 0.336 -0.637
C -1.500 -1.112 -1.400 -0.110 -0.072 -0.660 0.513
C -1.792 -0.294 -2.619 0.570 0.536 0.132 -0.740
H -1.714 -2.195 -1.411 -0.156 0.112 -0.290 0.145
H -1.500 0.786 -2.490 -0.423 -1.205 -0.111 0.245
H -2.837 -0.420 -2.869 -0.484 0.241 0.153 0.265
H -1.313 -0.727 -3.505 0.293 0.024 0.238 0.264
```
Positions in Å, forces in eV/Å.

Multiplicity ... 1
HOMO energy ... -14.36 eV
Relative energy (zero: lowest compared OMol25 entry of this formula, charge and spin) ... 2.058 eV
Charge ... +1
Kohn-Sham gap ... 0.345 hartree

***

DFT (wB97M-V/def2-TZVPD) results for the ion C5H10NO with charge +1.

```
17
Properties=species:S:1:pos:R:3:forces:R:3:nbo_charge:R:1
C 1.460 -0.584 1.506 1.017 -1.963 -1.496 -0.410
N 0.359 -0.690 0.438 -0.812 -1.511 1.284 -0.385
C -1.021 -0.315 0.910 -0.633 0.178 -0.942 -0.061
C -1.685 0.413 0.018 4.741 -1.287 -0.753 -0.133
C -0.766 0.768 -1.180 0.024 -3.876 -0.469 0.062
O -1.120 0.090 -2.423 0.327 0.771 0.379 -0.714
C 0.642 0.319 -0.683 -2.814 0.351 2.029 -0.210
H 1.182 0.158 2.158 -0.818 1.648 1.662 0.227
H 1.693 -1.529 2.037 -0.718 0.452 -0.439 0.250
H 2.408 -0.265 1.049 -0.494 -0.216 -0.246 0.238
H 0.176 -1.725 0.196 1.182 1.926 -0.354 0.463
H -1.538 -0.783 1.741 0.888 -0.027 0.383 0.258
H -2.550 0.835 0.314 -3.202 1.188 0.081 0.244
H -0.792 1.763 -1.307 0.066 3.714 -0.638 0.201
H -0.795 0.574 -3.235 -0.477 -0.477 1.590 0.500
H 1.226 -0.183 -1.359 1.466 -0.772 -1.957 0.239
H 1.121 1.154 -0.179 0.257 -0.097 -0.112 0.230
```
Positions in Å, forces in eV/Å.

Multiplicity ... 1
HOMO energy ... -14.91 eV
Relative energy (zero: lowest compared OMol25 entry of this formula, charge and spin) ... 2.496 eV
SMILES string ... C[N@H+]1C=C[C@H](O)C1
Charge ... +1
Kohn-Sham gap ... 0.427 hartree

***

DFT (wB97M-V/def2-TZVPD) results for a cluster of 2 separate species, C5H10NO in total.

```
17
Properties=species:S:1:pos:R:3:forces:R:3:nbo_charge:R:1
C 1.751 -1.798 0.411 -2.579 1.087 -0.768 0.275
C 0.639 -1.297 0.330 1.230 -0.580 -0.652 -0.211
C 3.019 -2.408 0.546 -0.903 -2.931 1.748 -0.726
C -2.631 0.480 -0.144 -0.520 0.295 -0.073 -0.441
C -0.733 -1.021 0.154 3.175 1.294 0.915 0.229
N -1.211 0.105 -0.174 -1.614 0.578 -0.737 -0.394
O -0.060 2.846 -0.180 0.291 -0.174 -0.010 -0.985
H 2.975 -2.752 1.662 0.800 0.316 -1.962 0.283
H 3.146 -3.291 -0.150 -0.392 0.784 0.949 0.286
H 3.791 -1.753 0.335 1.692 1.398 -0.054 0.263
H -3.295 -0.353 0.096 0.369 -0.213 -0.315 0.237
H -2.725 1.150 0.717 -0.133 0.329 -0.453 0.240
H -2.952 0.956 -1.116 0.522 -0.462 1.175 0.248
H -1.302 -1.719 0.626 -2.409 -2.109 0.501 0.230
H -0.782 3.449 -0.402 0.495 0.211 0.053 0.493
H -0.630 0.898 -0.394 0.905 0.409 -0.212 0.464
H 0.785 3.340 -0.156 -0.928 -0.233 -0.101 0.508
```
Positions in Å, forces in eV/Å.

Multiplicity ... 1
HOMO energy ... -14.34 eV
Relative energy (zero: lowest compared OMol25 entry of this formula, charge and spin) ... 2.631 eV
Charge ... +1
Kohn-Sham gap ... 0.353 hartree

***

DFT (wB97M-V/def2-TZVPD) results for the ion C5H10NO with charge +1.

```
17
Properties=species:S:1:pos:R:3:forces:R:3:nbo_charge:R:1
C 1.432 1.631 -0.126 0.701 2.142 -1.179 -0.253
C 0.838 0.465 0.140 -0.442 -0.068 2.394 -0.208
C 0.991 -0.226 1.539 1.710 2.920 -0.774 0.456
O 0.528 -1.313 1.773 0.174 -0.135 0.750 -0.537
C -0.298 -0.114 -0.663 -0.335 0.097 1.884 -0.084
C -1.725 0.326 -0.256 -1.182 -0.769 -0.165 -0.648
N -0.065 -1.635 -0.641 0.244 1.827 0.766 -0.723
H 1.085 2.327 -1.030 0.869 -1.891 1.833 0.238
H 2.325 2.100 0.442 -1.848 -1.065 -0.606 0.252
H 1.563 0.470 2.301 -1.025 -1.612 -0.931 0.178
H -0.172 0.319 -1.587 0.367 -0.118 -2.711 0.232
H -1.797 0.435 0.785 0.303 0.538 1.712 0.229
H -1.985 1.330 -0.693 0.196 -1.291 0.152 0.261
H -2.587 -0.444 -0.344 1.479 1.110 -0.945 0.243
H 0.514 -1.799 -1.469 -0.593 -1.090 0.338 0.453
H -0.993 -2.003 -0.529 -0.464 -1.069 -1.184 0.443
H 0.346 -1.869 0.359 -0.155 0.475 -1.332 0.469
```
Positions in Å, forces in eV/Å.

Multiplicity ... 1
HOMO energy ... -14.78 eV
Relative energy (zero: lowest compared OMol25 entry of this formula, charge and spin) ... 2.567 eV
SMILES string ... C=C(C=O)[C@H](C)[NH3+]
Charge ... +1
Kohn-Sham gap ... 0.383 hartree

***

DFT (wB97M-V/def2-TZVPD) results for the ion C5H10NO with charge +1.

```
17
Properties=species:S:1:pos:R:3:forces:R:3:nbo_charge:R:1
C 1.599 -1.388 -0.230 -2.453 -3.797 -1.743 -0.505
N 2.083 -0.188 0.344 0.769 0.693 -0.381 -0.420
C 1.430 0.909 0.405 -5.832 0.009 1.493 0.304
C -0.116 1.003 -0.195 0.842 -0.460 -1.826 -0.537
C -1.937 0.966 0.047 3.317 -0.500 2.772 -0.402
C -2.372 -0.516 0.235 3.664 0.619 -0.955 0.428
O -1.609 -1.445 0.049 -0.971 1.042 0.367 -0.509
H 2.247 -2.300 -0.162 0.347 1.502 0.060 0.263
H 0.704 -1.779 0.328 0.528 0.925 -0.541 0.279
H 1.270 -1.348 -1.330 0.625 0.410 1.631 0.257
H 3.043 -0.320 0.624 0.316 0.898 0.609 0.450
H 1.512 1.754 1.087 1.819 -0.046 -0.457 0.258
H 0.053 0.297 -1.031 -0.907 0.428 0.132 0.222
H -0.210 1.998 -0.650 0.907 0.004 0.214 0.243
H -2.148 1.699 0.951 0.013 -1.597 -2.178 0.267
H -2.186 1.302 -0.953 -0.358 0.390 0.144 0.252
H -3.363 -0.645 0.482 -2.627 -0.521 0.659 0.148
```
Positions in Å, forces in eV/Å.

Multiplicity ... 1
HOMO energy ... -14.03 eV
Relative energy (zero: lowest compared OMol25 entry of this formula, charge and spin) ... 4.372 eV
SMILES string ... C/[NH+]=C\CCC=O
Charge ... +1
Kohn-Sham gap ... 0.328 hartree

***

- Which value of charge does entry 5 give?
  +1

***

Copy entry 5 word for word.
DFT (wB97M-V/def2-TZVPD) results for the ion C5H10NO with charge +1.

```
17
Properties=species:S:1:pos:R:3:forces:R:3:nbo_charge:R:1
C 1.432 1.631 -0.126 0.701 2.142 -1.179 -0.253
C 0.838 0.465 0.140 -0.442 -0.068 2.394 -0.208
C 0.991 -0.226 1.539 1.710 2.920 -0.774 0.456
O 0.528 -1.313 1.773 0.174 -0.135 0.750 -0.537
C -0.298 -0.114 -0.663 -0.335 0.097 1.884 -0.084
C -1.725 0.326 -0.256 -1.182 -0.769 -0.165 -0.648
N -0.065 -1.635 -0.641 0.244 1.827 0.766 -0.723
H 1.085 2.327 -1.030 0.869 -1.891 1.833 0.238
H 2.325 2.100 0.442 -1.848 -1.065 -0.606 0.252
H 1.563 0.470 2.301 -1.025 -1.612 -0.931 0.178
H -0.172 0.319 -1.587 0.367 -0.118 -2.711 0.232
H -1.797 0.435 0.785 0.303 0.538 1.712 0.229
H -1.985 1.330 -0.693 0.196 -1.291 0.152 0.261
H -2.587 -0.444 -0.344 1.479 1.110 -0.945 0.243
H 0.514 -1.799 -1.469 -0.593 -1.090 0.338 0.453
H -0.993 -2.003 -0.529 -0.464 -1.069 -1.184 0.443
H 0.346 -1.869 0.359 -0.155 0.475 -1.332 0.469
```
Positions in Å, forces in eV/Å.

Multiplicity ... 1
HOMO energy ... -14.78 eV
Relative energy (zero: lowest compared OMol25 entry of this formula, charge and spin) ... 2.567 eV
SMILES string ... C=C(C=O)[C@H](C)[NH3+]
Charge ... +1
Kohn-Sham gap ... 0.383 hartree